ORCA calculation (ωB97M-V/def2-TZVPD) on a 18-piece molecular cluster, C66H183N15O21 overall at a distorted geometry.

## Properties
**HOMO-LUMO gap**: 8.04 eV
**LUMO**: 0.235 eV
**Electronic energy**: -5025.3031 Ha
**Spin multiplicity**: 1
**Charge**: 0

Cartesian coordinates (Å):
1 C 0.68117 -3.46379 6.08444
2 C 1.30337 -3.56206 4.72467
3 O 0.29392 -3.37990 3.71945
4 O 1.60106 -3.86312 7.08672
5 H -0.19543 -4.10475 6.17845
6 H 0.25967 -2.47937 6.28781
7 H 1.82794 -4.48354 4.47209
8 H 2.13488 -2.85793 4.69504
9 H 0.76166 -3.47657 2.88670
10 H 1.08457 -4.08892 7.86380
11 C -5.27082 2.32193 1.49230
12 C -5.80030 2.44914 2.96184
13 O -4.83445 3.09255 3.92798
14 O -5.33804 3.55621 0.91830
15 H -6.03943 1.75839 0.96337
16 H -4.29619 1.83445 1.46873
17 H -6.16134 1.47733 3.29848
18 H -6.75067 2.97984 2.90476
19 H -4.67530 3.96250 3.55455
20 H -4.89155 4.19491 1.47894
21 C -3.09840 -3.12550 3.86755
22 C -2.70060 -1.70220 4.31356
23 O -3.59155 -0.76231 3.93154
24 O -2.29614 -4.05786 4.55612
25 H -2.92472 -3.15999 2.79203
26 H -4.18507 -3.19671 3.91443
27 H -1.69184 -1.42355 4.00883
28 H -2.59074 -1.79901 5.39368
29 H -3.56786 0.01568 4.49348
30 H -1.39851 -3.92198 4.24404
31 C 4.70309 -0.45927 -1.93237
32 C 3.48752 0.45800 -1.52191
33 C 3.30785 0.75394 -0.02258
34 O 3.18033 -0.47511 0.60079
35 C 3.18694 -0.41891 2.07709
36 N 3.63136 1.71714 -2.24219
37 H 4.81230 -0.45850 -3.01688
38 H 4.53769 -1.47458 -1.57198
39 H 5.60670 -0.22608 -1.36915
40 H 2.56998 -0.03547 -1.84237
41 H 2.45177 1.40230 0.16415
42 H 4.26189 1.22291 0.21817
43 H 3.05348 -1.40663 2.51835
44 H 2.25803 0.08619 2.34182
45 H 4.03364 0.09039 2.53732
46 H 3.56373 1.48194 -3.22209
47 H 4.45649 2.24592 -1.99796
48 C 2.51331 0.20971 -5.73471
49 C 3.70851 -0.30632 -6.57195
50 C 3.86538 -1.82136 -6.57784
51 O 4.22718 -2.33795 -5.33365
52 C 4.25737 -3.73179 -5.30306
53 N 3.62857 0.31881 -7.87355
54 H 1.55571 -0.14981 -6.11133
55 H 2.46052 1.28959 -5.59630
56 H 2.50617 -0.23882 -4.74129
57 H 4.58841 0.23988 -6.23203
58 H 4.53930 -2.03525 -7.40741
59 H 2.88882 -2.21525 -6.85943
60 H 4.88361 -4.28325 -6.00435
61 H 3.28908 -4.22906 -5.35998
62 H 4.61633 -3.93777 -4.29468
63 H 4.08886 1.21503 -7.94445
64 H 4.26289 -0.24900 -8.41699
65 C -0.75575 3.09489 4.23100
66 C -1.28860 1.70831 4.58846
67 C -0.35394 0.94703 5.50781
68 O 0.96641 0.92591 4.99763
69 C 1.98418 0.41790 5.85119
70 N -2.56209 1.88672 5.25965
71 H -0.58185 3.83875 5.00852
72 H -1.52518 3.44828 3.54457
73 H 0.19030 3.10342 3.68968
74 H -1.48639 1.11549 3.69541
75 H -0.60726 -0.11214 5.46222
76 H -0.38540 1.30157 6.53806
77 H 1.95282 -0.66907 5.92606
78 H 1.89510 0.77726 6.87639
79 H 2.93493 0.85721 5.54924
80 H -3.26157 2.02884 4.54508
81 H -2.54503 2.80229 5.68573
82 C -0.45181 -8.45260 2.87898
83 C -0.93422 -7.01723 2.94940
84 C -1.44702 -6.46359 1.60442
85 O -0.49123 -6.36351 0.58298
86 C -1.06648 -5.91216 -0.66177
87 N -1.89207 -7.04086 3.98470
88 H 0.22040 -8.60451 2.03450
89 H -1.17765 -9.25469 2.74511
90 H 0.20767 -8.63352 3.72777
91 H -0.04772 -6.47569 3.27949
92 H -1.89621 -5.49609 1.82862
93 H -2.27342 -7.05932 1.21678
94 H -1.92719 -6.45300 -1.05518
95 H -0.31591 -5.92574 -1.45206
96 H -1.39384 -4.87604 -0.74778
97 H -2.13123 -6.12106 4.32656
98 H -2.71551 -7.50613 3.63033
99 C -4.83079 -1.30216 0.79814
100 C -5.81158 -2.19195 0.11536
101 C -6.38093 -3.27076 1.12539
102 O -5.29227 -4.09866 1.66998
103 C -4.85539 -5.12747 0.76393
104 N -6.82070 -1.34042 -0.37975
105 H -5.20923 -0.41222 1.30103
106 H -4.12281 -0.96881 0.03936
107 H -4.13005 -1.85884 1.42037
108 H -5.28248 -2.60564 -0.74314
109 H -7.07911 -3.89982 0.57318
110 H -6.87871 -2.76922 1.95531
111 H -5.68275 -5.67752 0.31557
112 H -4.35018 -5.90136 1.34183
113 H -4.19148 -4.85421 -0.05623
114 H -6.38369 -0.53732 -0.80887
115 H -7.38449 -1.74080 -1.11592
116 C -7.45406 2.97287 -2.65912
117 C -5.97525 2.73886 -2.92647
118 C -5.25259 4.05789 -2.74547
119 O -3.84424 3.95303 -2.87621
120 C -3.09961 4.98972 -2.27161
121 N -5.50303 1.70539 -1.97147
122 H -7.94298 3.68882 -3.31978
123 H -7.68972 3.42201 -1.69432
124 H -8.08680 2.11438 -2.88440
125 H -5.82693 2.37173 -3.94201
126 H -5.51297 4.49392 -1.78101
127 H -5.54712 4.81102 -3.47632
128 H -2.19735 5.18968 -2.84959
129 H -2.76663 4.76859 -1.25755
130 H -3.68271 5.90384 -2.15988
131 H -5.52230 2.22847 -1.10769
132 H -4.49662 1.64710 -2.03344
133 C 0.57351 -4.41430 -6.59233
134 C 1.24631 -5.78502 -6.91618
135 C 0.91729 -6.90387 -5.91292
136 O 1.28283 -6.49455 -4.58791
137 C 1.45240 -7.55676 -3.65176
138 N 0.90122 -6.16765 -8.25461
139 H 0.57588 -4.24849 -5.51502
140 H -0.50548 -4.36355 -6.73831
141 H 0.98158 -3.56324 -7.13756
142 H 2.32410 -5.66572 -6.80549
143 H 1.47913 -7.78846 -6.21280
144 H -0.16263 -6.99608 -6.02854
145 H 1.66884 -7.18273 -2.65109
146 H 2.16822 -8.28109 -4.04041
147 H 0.51909 -8.11176 -3.55689
148 H 1.19718 -5.49340 -8.94591
149 H 1.40513 -6.99139 -8.55064
150 C -4.79389 7.52580 1.47063
151 C -3.67162 6.49840 1.12271
152 C -2.30786 7.11347 0.96295
153 O -1.29119 6.13381 0.76099
154 C -0.02923 6.76937 0.41469
155 N -3.60829 5.44503 2.16447
156 H -5.79583 7.11494 1.59483
157 H -4.75773 8.24860 0.65556
158 H -4.62751 8.03042 2.42235
159 H -3.88604 5.95083 0.20495
160 H -1.96443 7.68094 1.82790
161 H -2.35086 7.70253 0.04684
162 H -0.15374 7.45727 -0.42161
163 H 0.71871 6.02072 0.15352
164 H 0.35495 7.30258 1.28429
165 H -3.64785 5.80639 3.10679
166 H -2.66510 5.08444 2.14283
167 C 3.62506 -5.47818 1.12595
168 C 2.77396 -4.25649 0.55445
169 C 2.31574 -4.39961 -0.88950
170 O 1.60980 -3.17342 -1.39068
171 C 1.53786 -3.18898 -2.80754
172 N 1.64397 -4.21929 1.39466
173 H 3.54435 -5.69389 2.19134
174 H 4.63108 -5.31969 0.73749
175 H 3.36912 -6.43112 0.66281
176 H 3.40844 -3.37075 0.58633
177 H 1.59659 -5.19635 -1.07955
178 H 3.16824 -4.64566 -1.52259
179 H 0.99378 -4.05064 -3.19435
180 H 2.52003 -3.04190 -3.25677
181 H 0.94965 -2.31145 -3.07595
182 H 1.05275 -4.96289 1.05170
183 H 1.10098 -3.43469 1.06350
184 C 2.75732 10.06035 7.24281
185 C 1.55120 9.71685 6.39570
186 C 1.45917 8.22445 5.98634
187 O 0.48299 8.10608 4.95066
188 C 0.58325 6.87012 4.31125
189 N 0.37260 10.10733 7.10542
190 H 2.99474 11.11631 7.37202
191 H 3.67742 9.61256 6.86732
192 H 2.59029 9.75961 8.27710
193 H 1.61574 10.37715 5.53087
194 H 1.31215 7.55276 6.83211
195 H 2.39132 7.85574 5.55825
196 H 1.38424 6.73651 3.58415
197 H -0.32924 6.71234 3.73630
198 H 0.54632 6.08388 5.06528
199 H 0.02003 9.39380 7.72725
200 H -0.36813 10.11678 6.41888
201 C -1.51981 2.00101 -4.81269
202 C -1.00638 1.39461 -3.48276
203 C 0.20315 2.15564 -2.84430
204 O -0.12782 3.54582 -2.78589
205 C 0.84628 4.42430 -2.26380
206 N -2.13145 1.56512 -2.53701
207 H -2.21620 1.42801 -5.42490
208 H -0.70588 2.07372 -5.53403
209 H -1.97628 2.98784 -4.73589
210 H -0.79424 0.33163 -3.59754
211 H 1.00304 2.01442 -3.57117
212 H 0.48937 1.80320 -1.85336
213 H 1.74930 4.39217 -2.87341
214 H 1.09034 4.28215 -1.21102
215 H 0.43443 5.42364 -2.40447
216 H -1.83683 1.50099 -1.57307
217 H -2.48098 2.50091 -2.68608
218 C -5.69447 -1.92505 -4.07502
219 C -4.26470 -1.46167 -3.74124
220 C -3.17132 -2.03256 -4.75618
221 O -3.06450 -3.45362 -4.85795
222 C -2.54632 -4.09765 -3.66520
223 N -4.30990 -0.00316 -3.80136
224 H -5.73633 -3.01423 -4.06814
225 H -6.02252 -1.62269 -5.06954
226 H -6.27714 -1.54705 -3.23496
227 H -3.99804 -1.73792 -2.72110
228 H -2.24221 -1.54176 -4.46638
229 H -3.38634 -1.71724 -5.77717
230 H -2.06662 -4.98690 -4.07413
231 H -3.30364 -4.36630 -2.92873
232 H -1.70464 -3.52753 -3.27197
233 H -3.55316 0.56417 -3.44700
234 H -5.15377 0.27659 -3.32206
235 C -1.41632 -1.68638 -0.69633
236 C -0.33052 -0.77274 -0.01880
237 C -0.88327 0.28205 0.97641
238 O -1.67963 1.23472 0.33813
239 C -1.71192 2.42296 1.06486
240 N 0.62900 -1.65534 0.61596
241 H -1.96936 -2.38219 -0.06539
242 H -0.92828 -2.30450 -1.44989
243 H -2.12654 -1.03831 -1.20984
244 H 0.08517 -0.30590 -0.91175
245 H 0.01974 0.71182 1.40997
246 H -1.45318 -0.12663 1.81085
247 H -2.30040 2.33123 1.97775
248 H -2.31212 3.12242 0.48295
249 H -0.71004 2.79569 1.27794
250 H 0.96943 -2.32126 -0.06283
251 H 1.51126 -1.19523 0.78921
252 C 9.23343 -3.19345 -1.51780
253 C 9.06248 -2.28566 -0.19284
254 C 7.72617 -2.38036 0.42709
255 O 7.58470 -1.59763 1.61355
256 C 6.35576 -1.73379 2.31388
257 N 10.09633 -2.51515 0.77355
258 H 9.30558 -4.25253 -1.27033
259 H 10.17328 -2.98654 -2.02963
260 H 8.40513 -2.83403 -2.12840
261 H 9.05765 -1.25872 -0.55819
262 H 7.50855 -3.43229 0.61200
263 H 7.03732 -2.00044 -0.32739
264 H 5.50197 -1.27821 1.81228
265 H 6.53562 -1.34754 3.31716
266 H 6.12389 -2.77811 2.52301
267 H 9.89796 -3.47157 1.03048
268 H 9.82121 -2.07908 1.64203
269 C 5.39740 5.74740 -1.15891
270 C 5.04723 4.72362 -0.11400
271 C 3.56318 4.59902 0.38244
272 O 3.68554 3.89378 1.63273
273 C 2.42386 3.76404 2.26134
274 N 5.44734 3.42010 -0.60503
275 H 6.47955 5.76348 -1.28844
276 H 5.16262 6.68414 -0.65345
277 H 4.77954 5.64471 -2.05099
278 H 5.66619 5.04774 0.72262
279 H 2.90804 3.98577 -0.23629
280 H 3.13237 5.58025 0.58167
281 H 2.00765 4.71038 2.60676
282 H 2.61084 3.13635 3.13263
283 H 1.62109 3.26902 1.71488
284 H 6.39481 3.58668 -0.91269
285 H 5.51532 2.72926 0.12861